C16H36BBr12N3O8 | ωB97M-V/def2-TZVPD

XYZ file:
```
76
Properties=species:S:1:pos:R:3:mulliken_charge:R:1
N -3.1791 2.6674 -3.3459 -0.206
H -3.0123 2.2828 -4.2741 0.407
H -3.6747 2.0113 -2.7236 0.191
H -3.5735 3.6090 -3.4420 0.263
H -2.2801 2.8251 -2.8741 0.148
N 1.8624 0.0233 -3.6592 -0.227
H 2.1957 0.8042 -3.0861 0.339
H 1.0964 0.3363 -4.2610 0.411
H 1.4373 -0.6878 -3.0474 0.151
H 2.6416 -0.3828 -4.1741 0.381
N 5.9786 -3.0863 -2.5390 -0.447
H 5.6159 -3.9054 -3.0294 0.384
H 5.8424 -2.2465 -3.1019 0.344
H 6.9825 -3.1884 -2.3650 0.415
H 5.4527 -2.9111 -1.6692 0.445
O -1.8796 1.0857 -1.4035 -0.417
C -0.8475 0.7516 -0.9018 0.367
O -0.0548 -0.2582 -1.2772 -0.929
B 1.0777 -0.3556 -0.2600 1.060
O 1.0088 0.8971 0.4437 -0.157
C -0.1839 1.4760 0.2824 0.561
O -0.6144 2.4231 0.8297 -0.464
O 0.8519 -1.5150 0.6077 -0.192
C 1.7056 -2.4677 0.2878 0.514
O 1.7314 -3.6140 0.5915 -0.560
C 2.7732 -1.8364 -0.6373 0.465
O 2.3815 -0.5886 -0.9305 -0.631
O 3.7515 -2.3951 -1.0380 -0.870
Br -2.0149 -6.5498 1.3558 -0.125
C -0.4024 -5.9049 0.4835 -0.334
C 0.4474 -7.0445 -0.0162 -0.702
Br -0.4703 -8.0953 -1.3845 -0.155
H 0.1422 -5.3913 1.2736 0.269
H -0.6616 -5.1914 -0.2906 0.289
H 0.7126 -7.7425 0.7675 0.419
H 1.3176 -6.6420 -0.5280 0.353
Br -4.1447 -3.5862 3.1675 -0.142
C -2.2661 -3.0589 3.2884 -0.399
C -2.0046 -1.8908 2.3926 0.295
Br -2.9075 -0.2461 2.8797 -0.137
H -1.6918 -3.9154 2.9404 0.164
H -2.0817 -2.8780 4.3406 0.447
H -2.1889 -2.1254 1.3494 -0.225
H -0.9406 -1.6528 2.4407 0.042
Br 2.6485 4.7519 1.9870 -0.150
C 3.9153 3.3766 1.3830 -0.427
C 3.7696 2.1795 2.2776 -0.153
Br 5.1714 0.8504 1.8678 -0.219
H 4.8831 3.8562 1.4891 0.446
H 3.6641 3.2263 0.3412 0.230
H 2.8527 1.6548 2.0360 -0.222
H 3.8684 2.3951 3.3318 0.495
Br 0.4075 2.2098 3.7463 -0.161
C -0.3874 3.8757 4.4031 -0.551
C -1.3882 4.2846 3.3697 -0.068
Br -2.0641 6.0618 3.8595 -0.136
H 0.4361 4.5726 4.5070 0.373
H -0.8437 3.6707 5.3637 0.454
H -2.2649 3.6439 3.3804 0.356
H -0.9980 4.3120 2.3607 -0.255
Br -3.2935 -3.9246 -0.5656 -0.080
C -3.2732 -2.3757 -1.7304 -0.291
C -4.3542 -1.4317 -1.2405 -0.518
Br -4.8792 -0.1477 -2.6293 -0.169
H -3.5511 -2.7135 -2.7286 0.527
H -2.2851 -1.9345 -1.8331 -0.053
H -4.0345 -0.8677 -0.3678 0.142
H -5.2340 -2.0126 -0.9856 0.571
Br -3.0237 5.3030 -1.8966 -0.178
C -1.6400 5.4873 -0.5012 -0.404
C -0.4636 4.6290 -0.8711 0.605
Br 0.5544 5.4092 -2.3529 -0.119
H -2.1231 5.1780 0.4193 0.203
H -1.4141 6.5474 -0.5060 0.547
H -0.8233 3.7001 -1.3017 -0.618
H 0.2361 4.3936 -0.0757 0.016
```

Computed properties:
strongest force on any atom	1.133	eV Å⁻¹
DFT total energy	-879204.055	eV
molar mass	1368.1	g mol⁻¹
ΔE to the lowest compared entry with this formula, charge and spin	0.00	kcal per mole
charge	+2
orbital gap	6.3049	eV
LUMO	-6.63	eV


C16H36BF2FeN4O2P2SSe | ωB97M-V/def2-TZVPD

XYZ file:
```
66
Properties=species:S:1:pos:R:3:lowdin_spin:R:1
Fe 0.3049 0.6362 -0.1101 3.680
C 4.0486 2.5425 -0.3959 0.001
P 3.5309 1.4448 0.9171 0.008
C 4.8506 0.2660 1.1797 0.002
C 3.3847 2.4455 2.3955 0.001
O 2.2437 0.7196 0.6186 0.046
H 5.0715 2.8842 -0.2344 0.000
H 3.3810 3.4045 -0.4244 0.000
H 3.9830 2.0134 -1.3471 0.000
H 5.7735 0.7559 1.4898 0.000
H 5.0193 -0.2781 0.2500 0.000
H 4.5324 -0.4433 1.9440 0.000
H 4.2814 3.0439 2.5605 0.000
H 3.2153 1.8007 3.2585 0.000
H 2.5275 3.1080 2.2628 0.000
C -2.0190 0.8822 4.4308 0.000
C -1.0804 -0.1996 4.9631 0.000
C 0.3250 -0.1421 4.3691 0.002
S 0.5695 -0.7497 2.6937 0.007
O -0.3392 0.1108 1.8075 0.046
C -0.2318 -2.3785 2.8107 0.001
C -1.7120 -2.3972 2.4071 0.001
C -1.9423 -3.1985 1.1283 0.001
H -3.0249 0.7460 4.8287 0.000
H -2.0638 0.8507 3.3435 0.000
H -1.6726 1.8744 4.7256 0.000
H -1.5180 -1.1849 4.7985 0.000
H -0.9758 -0.0843 6.0436 0.000
H 1.0385 -0.7329 4.9509 0.000
H 0.6934 0.8869 4.3314 0.000
H -0.0568 -2.7196 3.8319 0.000
H 0.3646 -3.0009 2.1425 0.000
H -2.0581 -1.3741 2.2471 0.000
H -2.3042 -2.8140 3.2231 0.000
H -1.3560 -2.7891 0.3027 0.001
H -2.9943 -3.1747 0.8415 0.000
H -1.6573 -4.2434 1.2634 0.000
Se 0.4535 3.2510 -0.6849 0.044
C -0.9603 4.1449 0.0273 0.010
N -1.9111 4.6492 0.4602 0.011
C -5.3143 2.2652 0.2773 0.000
N -3.9091 2.7593 0.0002 0.000
C -3.7563 2.9263 -1.5160 0.000
N -4.0522 1.7169 -2.2052 0.000
C -5.3942 1.2539 -1.8673 0.000
N -5.5552 1.0440 -0.4283 0.002
C -4.7641 -0.0987 0.0501 0.005
P -2.9168 0.1157 -0.2131 0.017
C -2.9180 1.7929 0.5730 0.000
C -3.0373 0.6850 -1.9831 0.003
H -6.0064 3.0349 -0.0628 0.000
H -5.4195 2.1260 1.3523 0.000
H -3.6539 3.6777 0.3996 0.000
H -2.7389 3.2617 -1.7039 0.000
H -4.4589 3.7098 -1.7985 0.000
H -5.5914 0.3192 -2.3887 0.000
H -6.1200 1.9993 -2.1954 0.000
H -5.1082 -0.9992 -0.4594 0.000
H -4.9457 -0.2388 1.1181 0.000
H -1.9298 2.2369 0.5067 -0.001
H -3.1467 1.6779 1.6339 0.000
H -3.2625 -0.1834 -2.6036 0.000
H -2.0602 1.0569 -2.2970 0.003
F -0.7576 -1.5698 -2.2970 0.014
B 0.1657 -0.8026 -1.7148 0.062
F 0.8048 -1.5693 -0.7280 0.033
```

Computed properties:
multiplicity	5
strongest force on any atom	1.846	eV Å⁻¹
DFT total energy	-162486.882	eV
molar mass	594.1	g mol⁻¹
ΔE to the lowest compared entry with this formula, charge and spin	14.27	kcal per mole
charge	+1
orbital gap (spin up / spin down)	8.2940 / 8.7449	eV
LUMO (spin up / spin down)	-1.86 / -2.04	eV


C16H36F3N6O9V | ωB97M-V/def2-TZVPD

XYZ file:
```
71
Properties=species:S:1:pos:R:3:lowdin_spin:R:1
O 30.5225 -31.1867 -12.6582 -0.234
V 29.8960 -32.5233 -12.0721 1.157
C 28.3748 -35.3039 -10.8887 0.000
O 27.2182 -34.7747 -10.2819 0.000
O 29.0333 -34.3235 -11.4589 0.001
C 29.1658 -35.9961 -9.8210 0.000
F 30.3397 -36.4468 -10.2765 0.000
F 29.4218 -35.1861 -8.7893 0.000
F 28.4863 -37.0605 -9.3394 0.000
C 26.0988 -35.6651 -10.1044 0.000
C 24.9508 -34.8395 -9.5203 0.000
H 25.3462 -34.2542 -8.6900 0.000
H 24.4993 -34.1802 -10.2634 0.000
H 24.1769 -35.4917 -9.1187 0.000
H 26.3304 -36.4271 -9.3602 0.000
H 25.8095 -36.1195 -11.0556 0.000
H 28.1531 -36.0672 -11.6627 0.000
O 28.8571 -31.4107 -10.5427 0.002
C 28.4669 -31.0328 -9.4494 0.003
N 28.8989 -29.8617 -8.9343 0.003
C 27.4833 -31.8527 -8.6343 0.000
H 29.5853 -29.2851 -9.3896 0.000
H 28.6248 -29.6315 -7.9963 0.000
H 26.4666 -31.5087 -8.8342 0.000
H 27.6554 -31.7066 -7.5673 0.000
H 27.5812 -32.8909 -8.9384 0.000
O 31.7660 -29.3708 -10.6039 -0.001
C 32.2751 -28.3317 -10.9699 0.000
N 31.5552 -27.3542 -11.5672 0.000
C 33.7527 -28.1108 -10.9299 0.000
H 30.5660 -27.4508 -11.7029 0.000
H 32.0059 -26.5304 -11.9134 0.000
H 34.0022 -27.1464 -11.3856 0.000
H 34.2866 -28.8439 -11.5287 0.000
H 34.1192 -28.1103 -9.9075 0.000
O 27.9285 -32.0918 -12.9310 0.009
C 26.7266 -32.1821 -12.6843 0.003
N 26.2810 -33.0521 -11.7705 0.003
C 25.7269 -31.4140 -13.4700 0.000
H 25.3527 -33.0544 -11.3920 0.000
H 26.9812 -33.6064 -11.2676 0.000
H 25.7185 -31.7280 -14.5081 0.000
H 25.9178 -30.3434 -13.3884 0.000
H 24.7188 -31.5394 -13.0628 0.000
O 29.7419 -33.3375 -14.3796 0.019
C 29.4940 -33.1942 -15.5897 0.002
N 29.5307 -34.2245 -16.4780 0.000
C 29.2182 -31.8216 -16.1450 0.000
H 29.8474 -35.1314 -16.1861 0.000
H 29.2629 -34.1049 -17.4349 0.000
H 28.7871 -31.8426 -17.1501 0.000
H 30.1544 -31.2691 -16.2105 0.000
H 28.5390 -31.2911 -15.4843 0.000
O 31.2032 -32.6754 -10.3674 0.007
C 32.1120 -32.7517 -9.5360 0.002
N 32.8612 -31.6518 -9.2675 0.002
C 32.4215 -33.9616 -8.7332 0.000
H 32.5951 -30.7957 -9.7663 0.000
H 33.7423 -31.7308 -8.7987 0.000
H 31.9224 -33.9202 -7.7681 0.000
H 33.5027 -33.9865 -8.5705 0.000
H 32.1240 -34.8683 -9.2381 0.000
O 31.8293 -33.5998 -12.8052 0.009
C 32.0886 -34.7896 -12.6679 0.005
N 31.3269 -35.7332 -13.2618 0.003
C 33.2707 -35.2791 -11.8799 0.000
H 30.4615 -35.4191 -13.6708 0.000
H 31.5039 -36.7019 -13.0773 0.000
H 34.0685 -35.5236 -12.5919 0.000
H 33.0033 -36.1570 -11.3040 0.000
H 33.6897 -34.4758 -11.2836 0.000
```

Computed properties:
multiplicity	2
strongest force on any atom	2.206	eV Å⁻¹
DFT total energy	-78385.383	eV
molar mass	564.4	g mol⁻¹
charge	+1
orbital gap (spin up / spin down)	9.7554 / 9.8737	eV
LUMO (spin up / spin down)	-1.59 / -1.55	eV


C16H36N2P2PbS2 | ωB97M-V/def2-TZVPD

XYZ file:
```
59
Properties=species:S:1:pos:R:3:lowdin_spin:R:1
Pb 0.0693 -0.2640 -0.4115 0.002
C -2.8973 2.4311 -0.5000 0.002
P -2.4957 0.6622 -0.6261 0.004
C -3.3217 0.1367 -2.1585 0.001
C -3.4585 -0.1170 0.7418 0.000
C -3.1282 -1.5992 0.9337 0.000
P -1.3389 -1.8839 1.2759 0.000
C -1.1072 -3.6825 1.2130 0.000
C -1.1364 -1.4500 3.0342 0.000
H -3.9776 2.5619 -0.5716 0.000
H -2.4229 2.9763 -1.3162 0.000
H -2.5432 2.8409 0.4446 0.002
H -4.3940 0.3212 -2.0866 0.000
H -3.1450 -0.9206 -2.3512 0.000
H -2.9208 0.7185 -2.9897 0.000
H -4.5197 0.0070 0.5143 0.000
H -3.2469 0.4437 1.6567 0.000
H -3.3923 -2.1685 0.0389 0.000
H -3.6987 -2.0112 1.7692 0.000
H -1.7980 -4.1713 1.9010 0.000
H -0.0842 -3.9240 1.5028 0.000
H -1.2802 -4.0512 0.2024 0.000
H -1.8837 -1.9754 3.6298 0.000
H -1.2399 -0.3759 3.1796 0.000
H -0.1441 -1.7581 3.3659 0.000
S -0.0881 -2.4420 -3.6146 0.000
C -0.2371 -1.6911 -2.3284 -0.001
C 1.1437 1.4499 7.5262 0.000
C 2.5179 1.0056 7.0289 0.001
C 3.1222 1.8500 5.9003 0.006
C 2.3726 1.8006 4.5705 0.024
N 1.1040 2.5390 4.6440 0.011
C 0.2510 2.6537 3.6575 0.079
S 0.6094 1.8772 2.1463 0.801
N -0.8862 3.3284 3.7692 0.033
C -1.2646 4.2011 4.8903 0.006
C -0.6606 5.6006 4.7582 0.001
C -0.9934 6.4997 5.9430 0.000
C -0.3580 7.8738 5.8131 0.000
H 0.8760 0.8961 8.4243 0.000
H 0.3554 1.2489 6.7956 0.000
H 1.1446 2.5137 7.7830 0.000
H 2.4851 -0.0464 6.7332 0.000
H 3.2175 1.0566 7.8650 0.000
H 4.1394 1.5049 5.7168 0.000
H 3.1974 2.8953 6.2174 0.002
H 2.1793 0.7626 4.2782 0.009
H 2.9928 2.2585 3.7932 0.004
H 0.9407 3.0552 5.5005 0.000
H -1.4036 3.4742 2.9147 0.009
H -0.9689 3.7339 5.8321 0.001
H -2.3524 4.2590 4.8843 0.001
H -1.0387 6.0646 3.8421 0.000
H 0.4268 5.5211 4.6503 0.000
H -0.6679 6.0278 6.8762 0.000
H -2.0782 6.6057 6.0393 0.000
H 0.7268 7.7999 5.7118 0.000
H -0.5904 8.4962 6.6734 0.000
H -0.7123 8.3865 4.9163 0.000
```

Computed properties:
multiplicity	2
strongest force on any atom	1.073	eV Å⁻¹
DFT total energy	-65625.343	eV
molar mass	589.8	g mol⁻¹
charge	+3
orbital gap (spin up / spin down)	7.8895 / 5.4270	eV
LUMO (spin up / spin down)	-9.87 / -12.33	eV


C16H36O5 | ωB97M-V/def2-TZVPD

XYZ file:
```
57
Properties=species:S:1:pos:R:3:mulliken_charge:R:1
C -11.1874 -22.0398 -22.9581 -0.485
C -12.3630 -21.4087 -23.4022 -0.286
C -12.8902 -21.6736 -24.6884 -0.418
C -12.1522 -22.5384 -25.5444 -0.331
C -10.9605 -23.0946 -25.1053 -0.437
C -10.4778 -22.8124 -23.8341 -0.200
H -10.6876 -21.8011 -22.0309 0.343
H -12.8288 -20.6077 -22.8475 0.332
H -13.8061 -21.2175 -25.0340 0.405
H -12.4095 -22.6688 -26.5851 0.375
H -10.3138 -23.6517 -25.7671 0.365
H -9.5442 -23.2372 -23.4960 0.337
C -18.2036 -17.3586 -27.4102 -1.062
C -18.6139 -18.5750 -28.1754 -0.146
O -17.3480 -19.1709 -28.5047 -0.511
H -17.6678 -16.6258 -28.0136 0.286
H -17.5796 -17.5640 -26.5404 0.278
H -19.1288 -16.9118 -27.0463 0.344
H -19.3040 -18.4770 -29.0134 0.299
H -19.1406 -19.2320 -27.4833 0.235
H -17.5081 -20.0673 -28.8086 0.277
C -15.8747 -28.3489 -23.1557 -1.103
C -14.3715 -28.0511 -23.2313 -0.127
O -13.7285 -29.2920 -23.2706 -0.515
H -16.4659 -27.4344 -23.1067 0.350
H -16.1316 -28.9186 -22.2626 0.298
H -16.1786 -28.9536 -24.0102 0.286
H -14.0153 -27.4597 -22.3878 0.287
H -14.2415 -27.4820 -24.1518 0.227
H -12.7805 -29.1436 -23.2403 0.297
C -16.6575 -25.1659 -28.7623 -0.966
C -16.5083 -24.8775 -30.2433 -0.187
O -17.5868 -23.9993 -30.6242 -0.516
H -17.6739 -25.4449 -28.4842 0.273
H -16.2474 -24.3997 -28.1044 0.266
H -16.0127 -26.0131 -28.5285 0.340
H -16.5386 -25.8707 -30.6913 0.273
H -15.5358 -24.3976 -30.3531 0.216
H -18.2053 -24.4406 -31.2109 0.300
C -20.2210 -29.7063 -30.2247 -0.820
C -19.9081 -30.5694 -31.4550 -0.344
O -20.8633 -30.3004 -32.4121 -0.493
H -19.4816 -29.8661 -29.4400 0.321
H -21.1608 -30.0146 -29.7665 0.258
H -20.1393 -28.6236 -30.3206 0.243
H -19.6992 -31.6308 -31.3213 0.310
H -19.0121 -30.2356 -31.9782 0.225
H -21.5482 -30.9494 -32.2353 0.300
C -17.0933 -26.2721 -37.6268 -0.883
C -17.4138 -25.1961 -36.6583 -0.245
O -18.7016 -25.3440 -36.1429 -0.535
H -17.3079 -27.2950 -37.3173 0.277
H -16.0294 -26.1434 -37.8260 0.298
H -17.5505 -26.0034 -38.5790 0.272
H -17.3428 -24.1793 -37.0445 0.269
H -16.6793 -25.2114 -35.8531 0.245
H -19.3927 -24.9672 -36.6924 0.303
```

Computed properties:
strongest force on any atom	2.491	eV Å⁻¹
SMILES string	c1ccccc1.CCO.CCO.CCO.CCO.CCO
DFT total energy	-27410.315	eV
molar mass	308.5	g mol⁻¹
charge	0
orbital gap	9.7955	eV
LUMO	0.46	eV


C16H37As3BF2N5O3Pd | ωB97M-V/def2-TZVPD

XYZ file:
```
68
Properties=species:S:1:pos:R:3:mulliken_charge:R:1
Pd -0.0244 -0.5730 0.0383 -0.178
C -2.3709 -3.2722 1.9435 -1.416
As -2.0707 -1.8095 0.6653 1.409
C -2.2717 -2.8646 -0.9798 -1.495
C -3.8479 -0.8776 0.5843 -1.899
C -4.2043 0.1543 1.6693 2.597
C -3.9752 -0.4542 3.0480 -1.553
C -3.4115 1.4505 1.4985 -1.568
As -1.4179 1.4261 1.2282 1.189
C -0.7487 0.9088 2.9949 -1.459
C -1.2243 3.3945 1.4379 -1.292
C -5.7013 0.4628 1.4498 -2.077
As -6.8125 1.7171 2.6066 0.343
C -5.7227 2.8567 3.7925 -1.093
C -7.5874 0.4902 3.9239 -1.101
H -2.2773 -2.9751 2.9866 0.389
H -1.6267 -4.0417 1.7370 0.498
H -3.3694 -3.6781 1.7662 0.440
H -3.1805 -2.5916 -1.5197 0.422
H -2.3317 -3.9229 -0.7234 0.469
H -1.3995 -2.7192 -1.6226 0.328
H -4.5816 -1.6934 0.5939 0.656
H -3.8880 -0.3917 -0.3980 0.361
H -2.9205 -0.7105 3.1650 0.080
H -4.5705 -1.3578 3.1730 0.421
H -4.2487 0.2502 3.8311 0.200
H -3.5658 2.0917 2.3711 0.496
H -3.7945 1.9844 0.6194 0.599
H -1.4205 1.2091 3.7992 0.467
H 0.2008 1.4254 3.1356 0.484
H -0.5615 -0.1682 3.0465 0.327
H -1.4559 3.6785 2.4675 0.467
H -1.8938 3.9215 0.7528 0.425
H -0.1961 3.6860 1.2213 0.444
H -6.2846 -0.4614 1.4986 0.571
H -5.8229 0.8605 0.4383 0.532
H -5.1587 3.5989 3.2327 0.300
H -5.0583 2.2575 4.4135 0.310
H -6.4203 3.3825 4.4446 0.402
H -8.0975 -0.3328 3.4266 0.338
H -8.3163 1.0274 4.5291 0.390
H -6.8073 0.1000 4.5781 0.316
C -1.4063 1.0607 -4.2466 -1.498
C -1.0297 1.1941 -2.8065 0.467
C -0.9021 2.5703 -2.2351 -0.880
O -1.5940 0.2860 -1.9370 -0.039
C 0.8954 0.6522 -2.8661 0.541
O 1.4110 1.3839 -3.6177 -0.340
O 0.9475 -0.2738 -2.1140 -0.217
H -2.3984 1.4876 -4.4173 0.413
H -1.4179 0.0171 -4.5626 0.542
H -0.7089 1.6083 -4.8803 0.432
H -1.8800 3.0611 -2.2343 0.427
H -0.2282 3.1650 -2.8474 0.498
H -0.5354 2.5339 -1.2045 0.047
H -1.9160 -0.4851 -2.4353 0.233
N 2.6482 -3.5005 -1.8408 -0.552
N 2.1245 -3.3112 -0.6256 0.801
N 2.6177 -3.8566 0.4502 -1.007
C 1.7724 -3.4740 1.3956 -0.300
N 0.8009 -2.7181 0.8923 -0.253
N 1.0335 -2.6261 -0.4070 0.327
H 3.5895 -3.8762 -1.8113 0.327
H 2.5059 -2.7289 -2.4791 0.258
H 1.8801 -3.7398 2.4248 0.483
F 2.8649 -0.1593 0.8950 -0.161
B 1.6778 0.3925 0.7296 0.051
F 1.6393 1.6975 1.0137 -0.138
```

Computed properties:
strongest force on any atom	4.568	eV Å⁻¹
DFT total energy	-222873.883	eV
molar mass	727.5	g mol⁻¹
charge	+2
orbital gap (spin up / spin down)	2.5150 / 2.3374	eV
LUMO (spin up / spin down)	-9.75 / -9.95	eV